182
Properties=species:S:1:pos:R:3:mulliken_charge:R:1 method="wB97M-V/def2-TZVPD" charge=+1 spin_multiplicity=2 s_squared=0.76 homo_ev="-11.10 / -11.10"
C 3.70 1.69 -1.10 1.0554
C 3.55 1.75 -2.62 0.2430
C 3.23 3.29 -2.72 -0.4125
O 3.93 3.91 -1.71 -0.4706
C 4.36 2.99 -0.68 0.0476
H 4.15 0.78 -0.73 0.2431
H 2.74 1.64 -0.59 -1.1722
H 2.75 1.15 -3.03 -0.6583
H 4.49 1.48 -3.10 0.4939
H 2.15 3.41 -2.58 -0.0270
H 3.50 3.75 -3.67 0.5059
H 3.98 3.20 0.31 -0.0215
H 5.44 2.89 -0.53 0.3205
C 0.40 -4.22 4.04 -0.7606
C -0.26 -3.02 3.51 1.5568
C 0.03 -1.94 4.58 0.5469
O 0.07 -2.70 5.74 -0.5593
C 0.73 -3.91 5.47 -0.7356
H 1.34 -4.56 3.60 0.2159
H -0.32 -5.03 4.01 0.4160
H -1.32 -3.29 3.52 0.0153
H 0.08 -2.77 2.50 -0.8516
H -0.74 -1.18 4.65 -0.2323
H 0.99 -1.42 4.53 -0.2343
H 0.38 -4.72 6.10 0.3478
H 1.81 -3.89 5.62 0.2644
C 5.78 -2.46 1.44 -0.6310
C 4.33 -2.49 1.10 0.9505
C 3.64 -2.94 2.38 0.7667
O 4.67 -3.56 3.11 -0.5410
C 5.84 -3.65 2.35 -0.6978
H 6.13 -1.53 1.88 0.1602
H 6.44 -2.60 0.58 0.4065
H 4.08 -3.19 0.31 0.1126
H 4.10 -1.52 0.66 -0.7805
H 2.79 -3.60 2.22 -0.1468
H 3.44 -2.03 2.94 -0.2701
H 5.85 -4.55 1.73 0.2936
H 6.76 -3.53 2.91 0.4382
C 4.36 0.74 3.94 0.4280
C 4.85 1.79 4.91 -0.7478
C 4.40 3.07 4.25 -0.1652
O 4.67 2.88 2.90 -0.4681
C 4.44 1.52 2.62 0.6263
H 3.34 0.48 4.18 -0.5158
H 5.02 -0.12 3.84 0.2651
H 5.94 1.76 4.98 0.3148
H 4.45 1.66 5.91 0.3755
H 4.93 3.92 4.68 0.4261
H 3.35 3.33 4.42 -0.1881
H 5.26 1.11 2.04 0.2307
H 3.51 1.33 2.09 -0.4637
C -0.96 -2.73 -6.87 -0.5447
C -1.39 -3.21 -5.49 -0.4577
C -0.59 -2.32 -4.53 1.1823
O 0.31 -1.62 -5.34 -0.3253
C -0.30 -1.43 -6.61 -0.5266
H -1.76 -2.58 -7.60 0.3444
H -0.25 -3.42 -7.33 0.2241
H -1.21 -4.27 -5.30 0.2824
H -2.46 -3.06 -5.34 0.1442
H -0.09 -2.90 -3.74 -0.2855
H -1.23 -1.62 -3.99 -0.7914
H 0.46 -1.23 -7.37 0.3983
H -0.91 -0.53 -6.68 0.2288
C -4.03 3.48 1.29 0.3978
C -3.55 3.05 -0.08 0.8268
C -4.84 2.79 -0.88 0.2123
O -5.86 3.52 -0.19 -0.5456
C -5.33 4.23 1.00 -0.8763
H -3.34 4.09 1.86 0.0474
H -4.20 2.55 1.83 -0.2189
H -2.94 2.14 -0.07 -0.8041
H -2.94 3.80 -0.57 0.1485
H -5.14 1.75 -0.75 -0.2444
H -4.73 3.07 -1.93 0.2283
H -5.97 4.27 1.88 0.3811
H -5.09 5.24 0.67 0.3596
C -0.31 3.67 5.01 -0.4418
C -1.72 3.44 4.53 -0.5067
C -1.59 2.06 3.78 0.9351
O -0.36 1.49 4.20 -0.0070
C 0.18 2.24 5.27 -0.4709
H -0.38 4.30 5.90 0.5399
H 0.30 4.16 4.26 -0.0900
H -2.10 4.22 3.87 0.2550
H -2.42 3.33 5.35 0.3475
H -1.55 2.34 2.73 -0.7841
H -2.39 1.34 3.95 -0.0576
H 1.27 2.26 5.27 -0.0081
H -0.21 1.86 6.22 0.3750
C -1.68 -4.56 0.59 0.7599
C -0.24 -4.69 0.05 0.4909
C -0.54 -5.16 -1.39 -0.7150
O -1.72 -4.56 -1.78 -0.3735
C -2.59 -4.47 -0.66 -0.3175
H -1.86 -3.64 1.14 -0.9996
H -1.87 -5.45 1.19 0.5750
H 0.43 -5.36 0.59 0.5723
H 0.28 -3.73 -0.02 -0.7218
H -0.70 -6.24 -1.41 0.3313
H 0.27 -4.96 -2.10 0.3040
H -3.27 -5.32 -0.68 0.4470
H -3.17 -3.56 -0.76 -0.2423
C -4.13 -1.71 2.15 0.8069
C -3.97 -1.49 3.69 0.2964
C -5.02 -0.46 4.02 -0.7943
O -5.15 0.34 2.87 -0.4206
C -5.13 -0.54 1.76 0.1337
H -4.60 -2.67 1.97 0.5504
H -3.21 -1.72 1.56 -0.8947
H -2.99 -1.11 3.99 -0.6818
H -4.21 -2.41 4.23 0.5571
H -4.69 0.16 4.86 0.3668
H -5.99 -0.88 4.28 0.3742
H -4.83 -0.01 0.85 -0.5541
H -6.13 -0.82 1.45 0.2494
C 3.09 -1.75 -3.86 0.7377
C 3.05 -3.15 -4.26 0.1956
C 4.37 -3.69 -3.82 -0.8277
O 4.56 -3.01 -2.59 -0.5498
C 3.98 -1.70 -2.63 0.7939
H 2.09 -1.42 -3.60 -0.8952
H 3.50 -1.16 -4.68 0.4190
H 2.89 -3.36 -5.32 0.4413
H 2.33 -3.68 -3.64 -0.4296
H 5.15 -3.42 -4.53 0.3159
H 4.47 -4.77 -3.77 0.4198
H 4.82 -1.03 -2.82 0.2526
H 3.52 -1.47 -1.67 -0.8345
C -0.75 -0.54 -0.25 2.7311
C -0.61 0.37 0.94 2.1927
C 0.73 -0.03 1.60 2.3443
O 1.45 -0.67 0.50 0.2137
C 0.69 -0.70 -0.74 0.2681
H -1.41 -0.15 -1.03 -1.3546
H -1.13 -1.54 -0.03 -1.4385
H -1.46 0.34 1.62 0.3781
H -0.54 1.42 0.67 -1.4760
H 0.57 -0.71 2.43 -2.7925
H 1.25 0.87 1.93 -0.3056
H 0.83 -1.64 -1.28 0.3429
H 1.00 0.09 -1.43 -1.0734
C -4.11 -0.88 -2.15 1.6781
C -4.07 -0.31 -3.55 0.3302
C -5.21 -1.05 -4.23 -0.5647
O -6.07 -1.45 -3.15 -0.5183
C -5.54 -1.00 -1.89 -0.4159
H -3.62 -0.25 -1.41 -0.8916
H -3.56 -1.82 -2.13 -0.4043
H -3.06 -0.41 -3.95 -0.2903
H -4.29 0.76 -3.56 0.0074
H -4.82 -1.93 -4.74 0.2480
H -5.63 -0.37 -4.96 0.3378
H -5.83 -1.70 -1.10 0.2922
H -6.06 -0.06 -1.75 0.2846
C -1.75 2.93 -3.60 0.3328
C -0.69 1.85 -3.24 2.9366
C 0.17 1.72 -4.49 -0.0418
O -0.77 1.87 -5.57 -0.4756
C -1.72 2.92 -5.19 -0.6104
H -1.47 3.92 -3.24 0.3468
H -2.75 2.69 -3.24 -0.6183
H -1.24 0.95 -2.97 -1.8612
H -0.03 2.13 -2.42 -0.6740
H 0.69 0.77 -4.57 -0.1530
H 0.97 2.45 -4.60 0.1249
H -2.66 2.71 -5.70 0.3481
H -1.37 3.86 -5.62 0.2449
C 0.29 6.03 -0.03 -0.6879
C -0.38 4.68 0.33 0.9270
C 0.75 3.90 0.95 1.9286
O 1.82 4.81 1.25 -0.2975
C 1.78 5.93 0.30 -0.2093
H -0.10 6.88 0.52 0.3466
H 0.28 6.14 -1.12 0.2952
H -0.83 4.14 -0.50 -0.3916
H -1.13 4.79 1.11 0.0086
H 1.26 3.25 0.24 -0.9652
H 0.50 3.31 1.83 -0.8226
H 2.38 5.60 -0.55 0.1199
H 2.19 6.82 0.78 0.3980



190
Properties=species:S:1:pos:R:3:mulliken_charge:R:1 method="wB97M-V/def2-TZVPD" e_above_lowest_kj_mol=0.0 homo_ev=-7.81
C -1.30 8.00 2.25 -0.9434
S 0.22 8.60 2.98 0.4922
O 1.06 8.98 1.81 -0.5995
C -0.64 10.12 3.46 -0.9104
H -2.15 7.77 2.90 0.3761
H -1.06 6.98 1.93 0.3121
H -1.65 8.69 1.49 0.3080
H -1.21 9.91 4.37 0.3496
H -1.31 10.56 2.72 0.2966
H 0.15 10.78 3.81 0.3185
C -2.68 -1.93 -1.52 -1.9701
C -2.76 -1.47 -0.03 1.6919
C -2.39 -2.80 0.72 -1.5301
C -2.15 -2.70 2.26 -0.7873
C -1.16 -1.57 2.39 -1.6486
C -1.36 -0.21 1.64 1.7963
N -1.66 -0.55 0.25 0.0605
O -1.82 0.70 -0.34 -0.4479
C -2.48 0.55 2.43 -1.7423
C -0.02 0.52 1.78 -1.8032
C -4.26 -1.01 0.24 -1.5319
H -3.12 -2.91 -1.75 0.4319
H -1.66 -2.22 -1.76 0.4921
H -3.11 -1.26 -2.26 0.3821
H -3.17 -3.50 0.44 0.4978
H -1.49 -3.31 0.35 0.4892
H -1.73 -3.58 2.74 0.3931
H -3.02 -2.49 2.87 0.3256
H -0.16 -1.99 2.30 0.6060
H -0.97 -1.42 3.45 0.5803
H -3.41 0.03 2.68 0.3217
H -1.97 0.88 3.34 0.4419
H -2.77 1.41 1.84 0.4108
H 0.55 0.47 0.85 0.3844
H -0.13 1.61 1.80 0.3909
H 0.61 0.22 2.62 0.3861
H -4.34 0.07 0.36 0.3274
H -4.50 -1.51 1.18 0.3256
H -5.05 -1.28 -0.47 0.3527
H -1.07 0.65 -0.94 0.3733
C -10.32 5.00 0.77 -1.7166
C -11.19 5.57 -0.35 1.4720
C -11.63 6.98 -0.12 -1.3401
C -10.63 8.04 -0.27 -0.7565
C -10.06 8.02 -1.70 -1.1491
C -9.55 6.59 -2.13 1.1516
N -10.57 5.61 -1.77 0.4185
O -10.27 4.34 -2.26 -0.5084
C -9.46 6.63 -3.72 -1.5995
C -8.12 6.49 -1.55 -1.6932
C -12.54 4.73 -0.43 -1.7243
H -10.85 5.16 1.71 0.4294
H -9.32 5.35 0.99 0.2759
H -10.13 3.92 0.72 0.3929
H -12.38 7.20 -0.88 0.4433
H -12.14 7.12 0.83 0.4847
H -9.96 7.82 0.55 0.3396
H -11.13 9.00 -0.10 0.3968
H -9.30 8.78 -1.90 0.4372
H -10.95 8.24 -2.28 0.3624
H -8.86 7.50 -3.99 0.3746
H -9.19 5.70 -4.22 0.3389
H -10.53 6.65 -3.93 0.4340
H -8.01 6.91 -0.54 0.3338
H -7.61 5.53 -1.61 0.3469
H -7.43 7.18 -2.03 0.4594
H -12.36 3.66 -0.53 0.3689
H -12.88 5.22 -1.35 0.5139
H -13.33 5.06 0.25 0.3422
H -11.13 3.93 -2.35 0.3707
C 8.90 -6.76 -0.93 -1.6960
C 7.50 -6.84 -1.42 1.6326
C 6.49 -6.84 -0.16 -1.2512
C 4.99 -6.72 -0.57 -0.7317
C 4.68 -5.93 -1.81 -1.1069
C 5.80 -5.03 -2.30 1.5249
N 7.00 -5.87 -2.49 0.1023
O 8.03 -5.27 -3.25 -0.4344
C 5.38 -4.43 -3.73 -1.7333
C 6.05 -3.80 -1.46 -1.7418
C 7.36 -8.25 -1.94 -1.8748
H 9.60 -7.30 -1.56 0.3103
H 8.91 -7.20 0.06 0.3646
H 9.14 -5.72 -0.72 0.5112
H 6.59 -7.64 0.56 0.4933
H 6.58 -5.87 0.33 0.3401
H 4.37 -6.36 0.25 0.3279
H 4.75 -7.77 -0.71 0.3813
H 3.77 -5.43 -1.49 0.3934
H 4.37 -6.72 -2.48 0.3559
H 4.68 -3.62 -3.56 0.4190
H 6.14 -3.99 -4.37 0.3563
H 4.82 -5.18 -4.29 0.3916
H 5.11 -3.40 -1.06 0.3790
H 6.59 -4.05 -0.55 0.3908
H 6.55 -3.03 -2.04 0.4269
H 7.82 -9.14 -1.51 0.3398
H 7.87 -8.15 -2.90 0.4453
H 6.34 -8.61 -2.09 0.3537
H 8.48 -4.72 -2.60 0.3299
C 5.93 1.96 11.99 -1.7189
C 5.52 2.61 10.65 1.0225
C 5.35 1.42 9.57 -0.9946
C 4.12 0.68 9.88 -0.6301
C 2.90 1.58 9.81 -0.9847
C 2.86 2.94 10.60 1.5124
N 4.26 3.41 10.58 0.1602
O 4.38 4.63 11.07 -0.4534
C 1.86 3.96 9.96 -1.8931
C 2.41 2.70 12.07 -1.5562
C 6.86 3.41 10.25 -1.6742
H 6.65 1.17 11.74 0.3885
H 6.43 2.68 12.63 0.4342
H 5.04 1.56 12.48 0.3736
H 5.51 1.77 8.54 0.3621
H 6.14 0.68 9.69 0.3926
H 4.00 -0.13 9.16 0.3832
H 4.26 0.10 10.79 0.3178
H 2.11 1.00 10.30 0.3256
H 2.52 1.75 8.81 0.3890
H 0.81 3.80 9.75 0.3895
H 2.11 4.12 8.92 0.4406
H 1.84 4.88 10.54 0.3300
H 3.20 2.13 12.55 0.3407
H 1.55 2.03 12.18 0.3899
H 2.10 3.58 12.64 0.3999
H 6.73 3.89 9.28 0.4304
H 7.05 4.22 10.95 0.3855
H 7.74 2.77 10.33 0.3757
H 4.30 4.46 12.01 0.3614
C 3.96 5.40 -3.82 -1.3638
C 3.22 5.98 -5.12 1.2271
C 2.95 7.49 -5.01 -1.1479
C 4.15 8.38 -5.38 -0.7802
C 4.51 8.03 -6.78 -1.1129
C 4.83 6.53 -6.97 1.4552
N 3.80 5.63 -6.44 0.3212
O 4.03 4.30 -6.67 -0.4849
C 4.95 6.46 -8.49 -1.9070
C 6.24 6.15 -6.36 -1.5322
C 1.83 5.30 -5.09 -1.9201
H 3.55 4.41 -3.67 0.3421
H 3.57 6.08 -3.06 0.3647
H 5.04 5.29 -3.69 0.3135
H 2.10 7.58 -5.69 0.4127
H 2.62 7.78 -4.01 0.4516
H 4.90 8.37 -4.59 0.3167
H 3.75 9.40 -5.39 0.4002
H 5.31 8.71 -7.07 0.3999
H 3.62 8.40 -7.28 0.3576
H 4.04 6.75 -9.01 0.4102
H 5.86 6.98 -8.80 0.3936
H 5.08 5.42 -8.82 0.5037
H 6.98 6.94 -6.48 0.3695
H 6.17 5.98 -5.28 0.2610
H 6.66 5.27 -6.84 0.3310
H 1.13 5.75 -4.39 0.3622
H 1.85 4.23 -4.87 0.4116
H 1.36 5.33 -6.08 0.4584
H 3.78 4.22 -7.59 0.3853
C -1.65 -13.04 -5.61 -2.1089
C -1.37 -11.84 -4.69 1.7389
C -1.79 -10.55 -5.56 -1.1623
C -2.19 -9.30 -4.78 -0.7685
C -3.08 -9.72 -3.57 -1.2890
C -2.73 -10.87 -2.72 1.2377
N -2.29 -12.02 -3.50 0.3460
O -2.20 -13.22 -2.74 -0.4632
C -1.47 -10.52 -1.77 -1.3581
C -4.01 -11.24 -1.91 -1.7590
C 0.14 -11.85 -4.23 -2.0144
H -1.42 -14.01 -5.18 0.4547
H -1.12 -13.00 -6.56 0.4008
H -2.72 -13.13 -5.77 0.5051
H -0.95 -10.35 -6.21 0.4399
H -2.56 -10.81 -6.29 0.4446
H -2.84 -8.67 -5.38 0.3743
H -1.38 -8.62 -4.52 0.3440
H -4.06 -9.79 -4.05 0.3735
H -3.16 -8.89 -2.86 0.5012
H -1.35 -9.49 -1.43 0.2687
H -1.46 -11.22 -0.93 0.3821
H -0.52 -10.88 -2.19 0.3379
H -4.46 -10.40 -1.38 0.3964
H -4.73 -11.79 -2.51 0.3787
H -3.60 -11.87 -1.12 0.3989
H 0.78 -12.11 -5.07 0.4545
H 0.44 -12.53 -3.43 0.3077
H 0.43 -10.82 -4.03 0.5006
H -2.76 -13.84 -3.21 0.3373